(1)
Formula: C21H21Cl3CsGeN4O3
Source: the OMol25 dataset
Level of theory: ωB97M-V with the def2-TZVPD basis set

Structure (XYZ):
```
54
Properties=species:S:1:pos:R:3:forces:R:3
Cs -1.4371 -0.0188 -1.8887 0.439 -0.654 -0.760
O -3.7054 0.3934 -0.9618 -1.552 0.517 0.668
C -4.2107 0.8232 0.1220 0.175 -0.295 0.042
C -5.1272 1.9184 0.1556 -0.136 0.031 0.139
C -5.6955 2.3763 1.3276 -0.017 0.055 -0.121
C -5.3992 1.7908 2.5599 0.115 -0.129 -0.070
C -4.4951 0.7339 2.5629 -0.131 0.122 0.147
C -3.8890 0.2475 1.4101 0.321 -0.298 0.146
C -2.8917 -0.8292 1.5999 -0.348 0.569 -0.428
N -2.0821 -1.2323 0.7012 0.316 -0.679 0.965
N -1.2178 -2.2591 1.1843 -0.384 0.810 -0.646
C -0.1523 -2.3270 0.4252 0.972 -0.686 0.018
O 0.2336 -1.6235 -0.5583 0.001 -0.337 0.625
C 0.7915 -3.4667 0.8110 -0.086 0.023 0.041
C 0.6321 -4.2148 1.9764 -0.060 0.057 -0.015
C 1.5078 -5.2457 2.2845 -0.031 -0.003 0.031
C 2.5595 -5.5546 1.4290 -0.003 0.027 -0.028
C 2.7260 -4.8165 0.2646 -0.038 0.014 0.019
C 1.8509 -3.7799 -0.0363 -0.031 0.021 0.011
H -5.3732 2.3774 -0.7953 0.011 -0.001 -0.011
H -6.3892 3.2121 1.2814 0.000 -0.002 0.016
H -5.8471 2.1474 3.4789 -0.008 0.008 0.005
H -4.2303 0.2648 3.5085 -0.004 0.001 -0.008
H -2.8156 -1.2563 2.6059 -0.079 -0.036 0.033
H -0.2004 -3.9632 2.6207 0.023 -0.041 0.027
H 1.3669 -5.8160 3.1966 0.008 0.000 -0.003
H 3.2392 -6.3651 1.6673 0.005 0.003 0.003
H 3.5365 -5.0465 -0.4174 0.007 -0.005 0.010
H 1.9653 -3.1960 -0.9392 0.035 -0.010 -0.017
Cl 1.0006 1.8656 -6.6247 0.012 0.072 -0.048
Ge 0.8803 0.0885 -5.1602 -0.019 0.110 0.163
Cl 1.0912 -1.5517 -6.7211 0.016 -0.115 -0.134
Cl -1.4326 0.0187 -4.9900 0.047 0.005 -0.969
N 2.9041 -0.6860 -1.8532 -0.005 0.000 0.157
H 3.3297 -0.6369 -0.9317 -0.006 0.061 -0.011
H 1.9567 -1.0191 -1.6728 -0.029 -0.074 0.034
H 2.8038 0.2693 -2.1781 0.038 0.000 -0.107
C -0.1737 2.3206 1.2464 0.115 -0.054 0.254
C 1.2193 2.6573 0.8343 0.047 -0.043 -0.495
C 2.3560 2.8389 1.5429 0.079 0.012 0.062
C 3.4581 3.0132 0.6292 0.071 0.003 0.048
C 2.9887 2.9321 -0.6361 -0.411 -0.099 -0.085
C 3.6451 3.0364 -1.9705 0.187 -0.044 -0.089
N 1.6024 2.7247 -0.5348 -0.141 -0.092 0.774
H -0.2322 2.3709 2.3342 -0.001 0.017 -0.016
H -0.4382 1.2985 0.9636 -0.016 0.004 -0.069
H -0.9243 2.9907 0.8314 0.030 0.019 -0.056
H 2.4082 2.8123 2.6201 0.037 0.016 -0.011
H 4.4943 3.1688 0.8857 -0.017 0.004 0.052
H 3.9683 4.0567 -2.1851 -0.007 0.006 0.022
H 2.9738 2.7320 -2.7736 -0.057 -0.004 0.050
H 4.5180 2.3842 -2.0203 0.023 0.040 0.037
O -0.4141 2.4904 -1.6277 0.197 0.755 0.229
C 0.7658 2.5497 -1.5840 0.290 0.317 -0.630
```
Forces are in eV/Å.

E_LUMO (spin up / spin down): 3.98 / 3.73 eV
2S+1: 2
total charge: -2
HOMO-LUMO gap (spin up / spin down): 5.67 / 5.42 eV
electronic energy: -4735.38291 Ha

(2)
Formula: C21H21ClF16IN4O7P2S
Source: the OMol25 dataset
Level of theory: ωB97M-V with the def2-TZVPD basis set

Structure (XYZ):
```
74
Properties=species:S:1:pos:R:3:forces:R:3
C 2.9150 -1.0611 0.6092 1.147 -0.979 0.532
N 1.7072 -0.2599 0.0802 1.428 -0.544 -1.695
C 2.1777 1.2024 0.2361 -0.009 1.312 0.362
C 1.6217 -0.6545 -1.3767 6.430 0.744 -3.445
O 2.7854 -0.6485 -2.0853 -7.367 -0.294 3.755
C 0.2904 -1.1456 -2.1915 -0.836 0.234 0.802
C -0.7620 0.1031 -2.5668 0.079 -0.557 0.341
N -2.1454 -0.1354 -2.1098 4.601 2.223 -2.148
N -3.0757 0.8056 -2.4142 3.444 2.521 -1.572
P -4.7758 0.5316 -1.9335 -1.119 -0.365 -1.943
P -5.1605 1.0466 0.1494 1.044 1.423 5.729
O -3.9617 1.7531 0.9011 -4.566 -2.632 -3.181
O -5.6846 -0.4584 0.9350 0.722 1.827 -3.333
O -6.6134 2.0655 0.1418 2.285 -2.938 -2.184
C -2.6755 2.0360 -3.1475 1.123 0.562 -0.577
I -4.3518 3.4547 -3.5542 1.721 -1.153 0.360
C -1.2273 2.4996 -3.7300 0.132 -4.272 2.387
C -0.8681 3.8885 -4.5287 0.932 -0.919 -0.338
C 0.2832 4.7045 -3.6791 2.556 -1.403 6.606
O 0.7496 4.3306 -2.4680 -3.559 2.304 -8.707
Cl 1.0247 6.2786 -4.4160 -1.465 -2.603 0.793
C -0.0756 1.3243 -3.4033 -4.688 1.426 0.328
N 1.3731 1.4248 -3.8524 -3.700 -3.198 -5.375
C 1.3767 0.8612 -5.1103 -0.325 -0.164 1.055
S 1.3373 0.0873 -6.6335 0.319 2.942 5.567
H 2.8940 -1.0340 1.7789 -0.129 0.019 -2.257
H 3.9469 -0.6034 0.2506 -2.222 -0.931 0.619
H 2.9031 -2.1842 0.2602 -0.222 2.251 0.699
H 3.0623 1.2371 1.0152 -1.951 -0.112 -1.668
H 2.5744 1.6649 -0.7628 -0.751 -0.963 1.811
H 1.3120 1.8611 0.6698 1.563 -1.287 -0.969
H -0.2472 -1.9557 -1.4991 0.896 1.984 -1.635
H 0.6023 -1.6428 -3.2038 -0.320 1.065 2.056
H -4.9585 -0.9168 -2.1026 0.841 1.077 0.602
H -5.7942 -1.1829 0.2291 0.226 1.356 1.487
H -7.1575 1.8566 -0.6971 1.037 0.425 1.858
H -0.3415 3.5585 -5.5481 -1.070 0.683 2.211
H -1.7894 4.5357 -4.8433 1.779 -1.199 1.015
C 6.8433 4.6860 2.7014 0.273 1.049 0.250
C 5.5706 3.8495 2.4995 0.023 0.705 -0.797
C 5.6355 2.4293 3.0523 -0.256 -0.858 0.296
F 6.6245 1.6964 2.4939 -0.641 0.040 0.311
F 4.4762 1.7628 2.7947 -0.103 0.290 -0.037
F 5.2382 3.8582 1.1810 0.014 -0.268 0.363
F 4.5511 4.5065 3.1393 0.340 -0.447 0.230
O 7.7585 4.7279 1.6011 0.304 -1.886 0.017
C 8.6489 3.6169 1.5041 -0.064 1.658 1.561
C 8.3898 2.7453 0.2701 -0.136 -0.560 -0.867
F 7.1100 2.2990 0.2222 0.391 0.381 -0.131
F 9.1840 1.6428 0.2724 0.027 0.461 0.335
F 8.6086 2.9193 2.6662 0.612 0.043 -0.730
F 9.9000 4.1491 1.4368 -0.627 -0.474 -0.466
H 6.5147 5.7264 2.8163 -0.078 -0.274 -0.249
H 7.3506 4.4546 3.6458 -0.181 -0.228 -0.279
H 5.7773 2.4320 4.1362 0.021 0.195 -0.013
H 8.5827 3.3050 -0.6505 0.074 0.148 0.230
C -4.7684 -4.2837 1.8171 0.901 0.578 0.291
C -5.6908 -4.5946 0.6285 0.953 -1.089 0.101
C -7.1574 -4.8116 0.9873 -1.198 -0.345 -0.221
F -7.3383 -5.8405 1.8451 -0.150 0.557 -0.569
F -7.8822 -5.1124 -0.1256 0.408 0.227 -0.035
F -5.1836 -5.6500 -0.0628 -0.415 0.444 0.192
F -5.6183 -3.5261 -0.2279 -0.354 0.450 0.051
O -4.0532 -5.3919 2.3745 -1.578 -0.771 0.347
C -4.7864 -6.1861 3.3062 0.677 1.989 0.360
C -5.0690 -7.6035 2.7958 -0.197 -1.075 -0.338
F -5.7190 -7.5954 1.6055 0.501 0.034 0.323
F -5.8590 -8.2891 3.6630 0.306 0.559 0.057
F -5.9093 -5.5163 3.6658 0.516 -0.686 0.347
F -4.0177 -6.2459 4.4281 -0.354 -0.458 -0.731
H -3.9814 -3.6227 1.4333 -0.110 -0.309 -0.095
H -5.2692 -3.6901 2.5913 -0.129 -0.297 -0.222
H -7.5945 -3.9124 1.4292 0.175 0.105 0.048
H -4.1380 -8.1636 2.6639 0.049 0.250 0.123
```
Forces are in eV/Å.

E_LUMO: -5.72 eV
total charge: +1
HOMO-LUMO gap: 6.00 eV
electronic energy: -4994.44473 Ha

Computed energy relative to the best compared isomer or geometry (same formula, charge and spin), in the same sequence as the records: 0.747 7.181 eV.